Entry 1:
An isolated ion of composition C15H26NO2 and charge +1. Source: the Open Molecules 2025 dataset; level of theory: ωB97M-V/def2-TZVPD.

Atoms and positions in Å:
C: -1.286 -3.478 2.902
H: -1.064 -3.720 3.937
C: -0.831 -2.057 2.589
H: -1.345 -1.371 3.262
H: 0.239 -1.969 2.786
C: -1.153 -1.648 1.147
C: -0.278 -2.335 0.092
N: 0.740 -1.438 -0.512
C: 1.363 -2.063 -1.691
H: 1.980 -1.336 -2.212
H: 1.974 -2.912 -1.387
H: 0.592 -2.410 -2.376
C: 1.750 -0.988 0.472
H: 1.219 -0.561 1.324
H: 2.342 -1.841 0.808
C: 2.664 0.090 -0.147
O: 1.918 0.916 -1.008
C: 1.238 1.984 -0.431
C: 1.905 3.039 0.166
C: 1.192 4.118 0.660
C: -0.186 4.139 0.551
C: -0.864 3.086 -0.042
C: -0.160 1.996 -0.530
O: -0.735 0.862 -1.076
C: -2.015 0.965 -1.699
C: -1.993 1.844 -2.938
H: -1.257 1.475 -3.649
H: -1.740 2.870 -2.681
H: -2.972 1.832 -3.407
H: -2.263 -0.066 -1.966
H: -2.758 1.320 -0.976
H: -1.939 3.123 -0.112
H: -0.746 4.981 0.926
H: 1.715 4.943 1.115
H: 2.983 3.022 0.219
H: 3.141 0.659 0.658
H: 3.448 -0.361 -0.759
H: 0.255 -0.565 -0.841
H: 0.244 -3.190 0.529
H: -0.902 -2.703 -0.723
H: -2.196 -1.902 0.957
H: -1.071 -0.565 1.040
H: -2.359 -3.575 2.754
H: -0.788 -4.210 2.271

Properties
Orbital gap ... 9.7 eV
M ... 252.4 u
Total charge ... +1
SMILES string ... CCCC[N@H+](C)CCOc1ccccc1OCC
Energy above the lowest of the compared OMol25 structures with the same formula, charge and spin ... 12.8 kcal per mole
E_tot ... -792.15591 Ha

---

Entry 2:
A 2-piece molecular cluster, C15H26O overall. Source: the Open Molecules 2025 dataset; level of theory: ωB97M-V/def2-TZVPD.

Atoms and positions in Å:
C: 2.052 0.782 1.456
C: 2.237 -0.030 0.480
C: 2.266 -1.554 0.652
O: 2.499 -2.281 -0.456
H: 3.414 -1.835 -0.906
C: 3.660 -1.954 1.751
H: 3.553 -1.501 2.813
H: 3.766 -2.974 1.729
H: 4.617 -1.611 1.076
C: 1.115 -2.096 1.472
H: 1.107 -3.395 1.251
H: 1.243 -1.938 2.376
C: -0.061 -1.476 0.885
C: -0.372 -2.077 -0.668
C: -0.447 -1.157 -1.715
C: -0.667 -1.848 -2.934
H: 0.129 -1.243 -3.526
H: -1.619 -1.518 -3.381
H: -0.631 -2.789 -3.201
C: -0.815 0.161 -1.481
H: -0.412 0.765 -2.517
H: -0.141 0.474 -0.714
C: -2.279 0.508 -1.212
C: -2.464 1.923 -0.926
C: -2.113 2.814 -0.180
C: -1.856 2.253 1.389
H: -1.994 1.256 1.638
H: -2.344 2.697 2.089
H: -0.714 2.200 1.667
C: -2.415 4.288 0.185
H: -2.598 4.636 -0.997
H: -3.069 4.617 0.725
H: -1.503 4.745 0.460
H: -2.572 2.667 -1.828
H: -2.423 0.082 -0.185
H: -2.990 0.139 -2.090
H: -0.088 -2.986 -0.924
H: -1.181 -2.231 1.526
H: -0.256 -0.606 0.920
H: 2.461 -0.058 -0.563
H: 2.001 1.852 1.304
H: 1.905 0.298 2.561

Properties
Orbital gap ... 8.8 eV
M ... 222.4 u
Total charge ... 0
Energy above the lowest of the compared OMol25 structures with the same formula, charge and spin ... 369.3 kcal per mole
E_tot ... -661.81477 Ha

---

Entry 3:
A 2-piece molecular cluster, C15H27BBrClF3N2O5 overall. Source: the Open Molecules 2025 dataset; level of theory: ωB97M-V/def2-TZVPD.

Atoms and positions in Å:
C: 3.094 1.094 5.316
C: 1.442 1.019 5.064
C: 1.050 -0.532 4.717
Br: 0.629 -1.479 6.474
C: -0.123 -0.733 3.594
C: 0.341 -1.398 2.132
N: 0.012 -0.435 0.998
N: 0.683 -0.539 -0.209
C: 0.545 -1.921 -0.821
C: 2.130 -0.109 -0.124
C: 2.523 1.406 -0.706
O: 3.153 -0.834 0.340
C: -0.248 0.970 1.578
C: -1.019 1.993 0.559
B: -1.660 3.337 1.249
O: -2.265 4.352 0.317
O: -1.753 3.647 2.688
C: -0.959 0.549 3.012
Cl: -2.734 0.001 2.882
H: 3.374 2.126 5.827
H: 3.648 1.094 4.272
H: 3.497 0.199 5.956
H: 0.948 1.344 6.095
H: 1.224 1.795 4.217
H: 2.042 -1.063 4.322
H: -0.977 -1.326 4.178
H: 1.515 -1.522 2.251
H: -0.059 -2.510 1.981
H: -0.979 -0.708 0.730
H: 1.539 -2.576 -0.745
H: -0.296 -2.588 -0.312
H: 0.350 -1.810 -1.992
H: 1.708 1.795 -1.456
H: 3.561 1.288 -1.283
H: 2.717 2.106 0.213
H: 0.778 1.450 1.875
H: -1.897 1.427 0.014
H: -0.203 2.371 -0.225
H: -1.500 4.898 -0.052
H: -0.862 3.647 3.144
H: -1.041 1.388 3.851
C: -3.314 -2.421 -6.962
C: -3.021 -1.165 -6.163
O: -1.972 -1.406 -5.215
C: -0.691 -1.319 -5.695
O: -0.415 -1.058 -6.864
C: 0.322 -1.546 -4.574
F: -0.007 -2.599 -3.771
F: 0.428 -0.462 -3.752
F: 1.579 -1.799 -5.033
H: -3.535 -3.260 -6.293
H: -4.166 -2.266 -7.629
H: -2.450 -2.715 -7.565
H: -3.910 -0.880 -5.589
H: -2.776 -0.319 -6.815

Properties
Orbital gap ... 9.3 eV
M ... 498.6 u
Total charge ... +1
E_tot ... -4431.71816 Ha

---

Entry 4:
A 3-piece molecular cluster, C15H27BrF2O8P overall. Source: the Open Molecules 2025 dataset; level of theory: ωB97M-V/def2-TZVPD.

Atoms and positions in Å:
C: -3.030 0.539 0.540
C: -3.300 0.284 -0.938
C: -2.199 -0.396 -1.777
P: -1.303 -1.760 -1.041
Br: -0.846 -3.141 -2.668
C: 0.291 -1.331 -0.361
C: 0.288 -0.155 0.626
C: 1.684 0.063 1.255
O: 1.670 0.072 2.657
C: 1.512 -1.209 3.240
O: -2.239 -2.551 -0.069
C: -1.697 -3.260 1.088
C: -2.825 -4.019 1.760
H: -3.901 1.038 0.963
H: -2.197 1.226 0.682
H: -2.889 -0.372 1.118
H: -3.449 1.261 -1.399
H: -4.237 -0.252 -1.061
H: -2.667 -0.839 -2.656
H: -1.436 0.290 -2.147
H: 0.874 -1.043 -1.236
H: 0.754 -2.207 0.092
H: -0.447 -0.284 1.420
H: -0.001 0.746 0.086
H: 2.372 -0.705 0.885
H: 2.058 1.029 0.925
H: 1.960 -1.991 2.623
H: 0.457 -1.443 3.404
H: 2.019 -1.201 4.199
H: -1.279 -2.526 1.776
H: -0.907 -3.944 0.783
H: -3.515 -4.404 1.016
H: -3.351 -3.377 2.461
H: -2.397 -4.848 2.320
C: 3.115 -0.291 -5.338
C: 3.843 0.215 -4.109
O: 2.784 0.815 -3.362
C: 1.633 0.208 -3.716
O: 0.602 0.323 -3.125
O: 1.799 -0.544 -4.813
F: 4.767 1.148 -4.397
H: 3.055 0.482 -6.104
H: 3.539 -1.196 -5.759
H: 4.304 -0.565 -3.501
C: 0.933 3.137 2.478
C: 0.158 4.180 3.256
O: 0.162 5.284 2.368
C: 0.267 4.808 1.097
O: 0.057 5.426 0.115
O: 0.634 3.497 1.123
F: 0.772 4.523 4.409
H: 2.004 3.232 2.659
H: 0.621 2.119 2.676
H: -0.876 3.908 3.477

Properties
Orbital gap ... 10.4 eV
M ... 484.2 u
Total charge ... +1
E_tot ... -4304.60026 Ha

---

Entry 5:
A single C15H27BrIO4PS2 molecule. Source: the Open Molecules 2025 dataset; level of theory: ωB97M-V/def2-TZVPD.

Atoms and positions in Å:
C: 2.673 -1.235 3.302
C: 3.411 -1.750 2.067
C: 2.625 -1.506 0.776
C: 3.522 -1.436 -0.472
C: 3.956 -0.005 -0.783
C: 2.931 0.934 -1.481
C: 1.721 0.312 -2.195
C: 0.444 0.071 -1.382
C: -0.114 1.355 -0.774
C: -1.385 1.208 0.109
P: -0.869 0.925 1.864
S: -2.225 1.224 3.231
C: -2.268 -0.017 -0.280
C: -3.784 0.130 -0.136
C: -4.466 -1.224 0.002
C: -4.053 -2.339 -0.930
O: -3.772 -3.429 -0.573
Br: -4.001 -1.927 -2.827
O: -4.318 0.795 -1.302
S: -4.397 2.411 -1.254
O: -4.777 2.790 -2.582
O: -2.768 2.737 -1.179
C: -2.206 2.498 0.096
I: -1.052 4.239 0.625
H: 1.611 -1.492 3.240
H: 3.059 -1.662 4.226
H: 2.740 -0.146 3.363
H: 3.603 -2.820 2.178
H: 4.380 -1.251 1.979
H: 2.105 -0.547 0.890
H: 1.856 -2.274 0.658
H: 4.424 -2.019 -0.262
H: 3.057 -1.922 -1.331
H: 4.228 0.441 0.180
H: 4.878 -0.005 -1.367
H: 3.477 1.493 -2.243
H: 2.604 1.690 -0.765
H: 2.004 -0.628 -2.673
H: 1.447 0.986 -3.014
H: -0.283 -0.370 -2.066
H: 0.615 -0.675 -0.604
H: 0.667 1.795 -0.150
H: -0.309 2.084 -1.565
H: -0.424 -0.405 1.808
H: 0.317 1.653 2.029
H: -1.971 -0.874 0.330
H: -2.094 -0.286 -1.319
H: -4.056 0.691 0.763
H: -4.240 -1.610 0.998
H: -5.548 -1.096 -0.072
H: -2.977 2.492 0.867

Properties
Orbital gap ... 9.4 eV
M ... 573.3 u
Total charge ... 0
E_tot ... -4898.13221 Ha

---

Entry 6:
C15H27CaN3S2Si2 as an isolated structure. Source: the Open Molecules 2025 dataset; level of theory: ωB97M-V/def2-TZVPD.

Atoms and positions in Å:
Ca: 0.261 -1.198 -0.531
C: 4.759 -1.408 2.171
S: 3.854 -2.959 2.384
C: 2.551 -2.758 1.190
S: 2.889 -2.095 -0.351
N: 1.428 -3.279 1.650
N: 0.327 -2.992 0.912
C: -0.756 -3.608 1.196
C: -2.013 -3.199 0.550
C: -3.218 -3.768 0.941
C: -4.389 -3.370 0.319
C: -4.334 -2.409 -0.677
C: -3.100 -1.873 -0.996
N: -1.962 -2.250 -0.408
H: 5.682 -1.512 2.739
H: 4.172 -0.584 2.571
H: 4.985 -1.244 1.122
H: -0.764 -4.410 1.931
H: -3.226 -4.508 1.730
H: -5.337 -3.804 0.610
H: -5.221 -2.088 -1.203
H: -3.013 -1.104 -1.755
C: -0.293 0.452 2.194
Si: 0.254 1.871 1.046
C: -1.177 3.085 1.054
C: 1.706 2.704 1.898
C: 0.750 1.161 -0.558
Si: 0.361 1.852 -2.202
C: -0.078 0.428 -3.393
C: -1.086 3.046 -2.290
C: 1.862 2.709 -2.933
H: -0.508 0.795 3.210
H: 0.484 -0.320 2.279
H: -1.210 -0.026 1.817
H: -1.410 3.380 2.081
H: -2.083 2.656 0.615
H: -0.933 3.989 0.492
H: 1.445 3.077 2.894
H: 2.065 3.549 1.304
H: 2.539 2.003 2.010
H: 1.849 1.077 -0.525
H: -1.027 -0.049 -3.110
H: 0.710 -0.337 -3.391
H: -0.190 0.763 -4.428
H: -1.991 2.629 -1.838
H: -1.312 3.295 -3.331
H: -0.853 3.975 -1.766
H: 2.707 2.016 -2.988
H: 2.162 3.544 -2.294
H: 1.682 3.100 -3.940

Properties
Orbital gap ... 6.2 eV
M ... 409.8 u
Total charge ... 0
E_tot ... -2805.09735 Ha

---

Entry 7:
C15H27CrN3O6S3 as an isolated structure. Source: the Open Molecules 2025 dataset; level of theory: ωB97M-V/def2-TZVPD.

Atoms and positions in Å:
Cr: 0.403 0.694 0.099
O: 0.681 0.738 2.097
N: -0.115 0.115 2.945
C: 0.273 0.033 4.249
C: -0.505 -0.577 5.204
C: -1.742 -1.111 4.832
C: -2.134 -1.021 3.503
C: -1.325 -0.417 2.532
S: -1.764 -0.287 0.902
H: 1.231 0.481 4.464
H: -0.143 -0.634 6.224
H: -2.378 -1.581 5.568
H: -3.083 -1.413 3.169
O: -1.114 -1.729 -1.838
S: 0.198 -1.128 -1.670
O: 1.142 -1.653 -2.650
O: 0.083 0.379 -1.816
O: 0.703 -1.306 -0.271
C: 0.401 5.794 -2.480
C: 1.885 5.760 -2.825
C: 2.699 4.901 -1.857
C: 2.462 3.400 -2.076
N: 1.138 3.007 -1.641
C: 0.812 2.801 -0.286
S: -0.887 2.725 0.021
N: 1.455 3.638 0.660
C: 2.784 3.317 1.160
C: 3.382 4.566 1.827
C: 3.233 4.592 3.348
C: 1.798 4.402 3.824
H: -0.163 6.286 -3.273
H: 0.240 6.331 -1.548
H: 0.031 4.782 -2.346
H: 2.288 6.782 -2.824
H: 2.010 5.360 -3.835
H: 2.425 5.148 -0.834
H: 3.765 5.112 -2.001
H: 3.255 2.815 -1.592
H: 2.520 3.196 -3.152
H: 0.796 2.198 -2.155
H: 0.812 3.699 1.447
H: 3.400 3.008 0.323
H: 2.755 2.466 1.850
H: 2.893 5.445 1.400
H: 4.447 4.642 1.585
H: 3.617 5.550 3.717
H: 3.859 3.807 3.777
H: 1.132 5.102 3.326
H: 1.734 4.568 4.900
H: 1.462 3.393 3.605
C: 3.066 0.001 -1.014
O: 2.415 0.895 -0.215
H: 4.109 0.362 -1.195
H: 2.579 -0.117 -1.996
H: 3.135 -1.004 -0.574

Properties
Orbital gap (alpha / beta) ... 6.0 / 4.7 eV
M ... 493.6 u
Total charge ... -2
⟨S²⟩ ... 2.418
Spin multiplicity ... 3
E_tot ... -3442.54808 Ha

---

Entry 8:
C15H27F6HgN3O2V as an isolated structure. Source: the Open Molecules 2025 dataset; level of theory: ωB97M-V/def2-TZVPD.

Atoms and positions in Å:
N: 1.072 1.374 -1.240
C: 1.658 2.469 -1.732
O: 2.812 2.506 -2.244
Hg: 3.276 0.509 -1.362
V: 0.314 0.254 0.065
N: 0.187 -1.637 -0.600
N: -1.553 0.975 0.395
C: -0.036 -2.331 -1.894
C: -2.357 1.898 -0.463
C: 0.590 -3.743 -1.858
C: -1.550 -2.432 -2.189
C: 0.637 -1.527 -3.018
C: -1.809 3.333 -0.299
C: -3.857 1.856 -0.098
C: -2.211 1.450 -1.929
H: 1.655 -3.686 -1.570
H: 0.524 -4.211 -2.856
H: 0.071 -4.407 -1.145
H: -2.081 -2.948 -1.370
H: -1.734 -2.999 -3.119
H: -1.982 -1.425 -2.300
H: 0.278 -0.485 -3.020
H: 0.424 -1.984 -4.000
H: 1.737 -1.533 -2.876
H: -1.822 3.634 0.765
H: -2.422 4.060 -0.863
H: -0.770 3.383 -0.671
H: -4.055 2.257 0.911
H: -4.248 0.824 -0.150
H: -4.425 2.473 -0.816
H: -2.724 2.159 -2.602
H: -2.656 0.450 -2.068
H: -1.146 1.417 -2.214
C: -0.139 -2.413 0.599
H: -0.100 -1.747 1.491
H: -1.159 -2.846 0.579
H: 0.590 -3.223 0.801
C: -2.027 0.811 1.767
H: -1.276 0.242 2.351
H: -2.157 1.782 2.293
H: -2.987 0.260 1.836
C: 1.764 -0.637 3.173
C: 2.353 0.515 2.339
O: 1.381 1.153 1.522
C: 2.832 1.613 3.331
F: 3.807 1.132 4.190
F: 3.350 2.698 2.644
F: 1.765 2.063 4.090
C: 3.542 -0.001 1.500
F: 4.498 -0.589 2.312
F: 3.101 -0.954 0.600
F: 4.142 1.040 0.817
H: 0.834 -0.326 3.694
H: 2.493 -0.976 3.940
H: 1.597 -1.529 2.561

Properties
Orbital gap (alpha / beta) ... 5.2 / 4.8 eV
M ... 646.9 u
Total charge ... +2
⟨S²⟩ ... 0.803
Spin multiplicity ... 2
Energy above the lowest of the compared OMol25 structures with the same formula, charge and spin ... 111.4 kcal per mole
E_tot ... -2598.31345 Ha